This record from OMol25 describes a structure of composition C3H3LiO2Sc. The level of theory is ωB97M-V with the def2-TZVPD basis set.

Element x y z (Å)
O 1.51763 0.29727 0.23829
Li 2.72204 0.74592 1.40694
C -0.19665 -1.31828 -0.82814
C -0.02358 -0.50366 0.42047
O -0.95402 0.05890 -1.40976
C -1.18116 0.36629 -0.03020
H -0.00015 -0.96451 1.41893
H -1.11039 1.44616 0.18953
H -2.16840 0.00131 0.30057
Sc 1.39469 -0.12941 -1.70663

- E_tot: -1034.4778 Ha
- Total charge: +1
- HOMO energy (alpha / beta): -11.024 / -11.022 eV
- Lowest unoccupied orbital energy (alpha / beta): -0.18047 / -0.18049 hartree

---

This record from OMol25 describes the molecule C4H9N3O. The level of theory is ωB97M-V with the def2-TZVPD basis set.

Element x y z (Å)
C 1.23493 -1.27082 0.99985
C -0.82702 -0.47647 1.14095
C 1.66801 1.24334 -0.97608
C 0.26691 1.72536 -0.82566
H 2.31573 -1.05710 0.89063
H 1.19713 -1.38183 2.09498
H 0.92707 -2.27589 0.44649
H -1.13290 -0.49098 2.25163
H -1.03867 -0.28837 -1.20946
H 2.17132 1.15289 -1.95618
H 2.40129 1.50423 -0.21614
H 0.16100 2.23104 0.17090
H -0.37278 1.92825 -1.71010
N 0.46139 -0.01729 0.79258
N -1.75764 -0.72666 0.41539
N 0.49185 0.34688 -0.54236
O -1.88192 -0.73389 -0.93205

- E_tot: -397.1194 Ha
- Total charge: 0
- HOMO energy: -8.475 eV
- Lowest unoccupied orbital energy: 0.03450 hartree
- SMILES string: CN(/C=N\O)N1CC1